No. 1
ORCA calculation (wB97M-V/def2-TZVPD) on a 5-piece molecular cluster, C35H73ClO4S overall.

Last column: Mulliken charge in e.
Atoms and positions in Å:
C 1.498 -0.949 2.053  -0.843
C 2.290 -1.882 0.993  -0.164
C 1.430 -1.826 -0.382  -0.455
Cl 1.640 -0.144 -1.158  -0.119
C 1.886 -2.899 -1.480  1.271
C 1.267 -4.369 -1.502  -0.879
C -0.093 -4.571 -0.681  -0.477
O -1.301 -4.573 -1.523  -0.348
C -1.454 -3.313 -2.195  0.749
C -1.946 -1.944 -1.550  -0.649
O -1.218 -3.296 -3.430  -0.551
O 1.545 -2.378 -2.819  -0.149
C 2.514 -2.796 -3.803  0.287
O 2.320 -3.185 -4.964  -0.578
C 3.949 -2.710 -3.109  -0.436
C 3.506 -2.742 -1.538  -0.310
S 4.552 -3.980 -0.627  -0.205
H 1.972 -1.072 3.079  0.208
H 0.381 -1.227 2.035  0.371
H 1.540 0.142 1.687  0.089
H 2.366 -2.969 1.327  0.349
H 3.322 -1.384 0.860  0.036
H 0.336 -1.873 -0.076  0.017
H 1.057 -4.743 -2.574  0.325
H 2.021 -5.134 -1.075  0.344
H -0.052 -5.643 -0.256  0.355
H -0.212 -3.892 0.232  0.252
H -1.126 -1.155 -1.438  0.072
H -2.705 -1.493 -2.295  0.251
H -2.547 -2.091 -0.576  0.273
H 4.400 -1.661 -3.228  0.224
H 4.740 -3.479 -3.379  0.330
H 3.950 -1.749 -1.178  0.127
H 5.092 -4.765 -1.659  0.155
C -4.862 -4.753 -3.191  -1.148
C -4.895 -4.759 -1.669  0.202
C -6.079 -5.537 -1.093  -0.899
C -7.462 -4.985 -1.454  -0.792
C -7.710 -3.531 -1.049  -0.309
C -7.649 -3.307 0.456  -1.189
H -5.743 -4.263 -3.612  0.333
H -3.981 -4.213 -3.546  0.292
H -4.813 -5.773 -3.583  0.288
H -4.897 -3.729 -1.296  0.039
H -3.969 -5.215 -1.303  0.236
H -5.976 -5.577 -0.003  0.332
H -6.023 -6.575 -1.438  0.413
H -8.221 -5.620 -0.981  0.401
H -7.623 -5.081 -2.533  0.297
H -8.704 -3.238 -1.404  0.366
H -6.998 -2.867 -1.549  0.221
H -8.385 -3.929 0.973  0.300
H -7.868 -2.262 0.690  0.372
H -6.660 -3.536 0.859  0.276
C 6.387 1.716 7.139  -1.291
C 5.995 2.367 5.818  -0.422
C 4.666 1.853 5.262  -0.086
C 4.634 0.360 4.920  -0.316
C 5.688 -0.100 3.911  -0.470
C 5.540 0.556 2.546  -0.777
H 6.534 0.639 7.030  0.284
H 7.324 2.143 7.505  0.400
H 5.619 1.885 7.898  0.299
H 6.796 2.226 5.087  0.278
H 5.910 3.448 5.975  0.373
H 4.409 2.437 4.372  -0.295
H 3.874 2.056 5.992  0.419
H 3.639 0.119 4.528  -0.028
H 4.745 -0.227 5.837  0.365
H 5.599 -1.185 3.789  0.366
H 6.695 0.082 4.300  0.287
H 4.554 0.348 2.120  -0.007
H 6.294 0.166 1.857  0.395
H 5.671 1.639 2.601  0.204
C 3.450 5.871 3.257  -1.326
C 3.659 4.760 2.236  0.084
C 3.505 5.231 0.789  -0.896
C 2.117 5.765 0.418  -0.848
C 0.963 4.786 0.641  -0.497
C 1.070 3.527 -0.207  -0.699
H 2.438 6.278 3.208  0.309
H 3.604 5.487 4.268  0.360
H 4.159 6.687 3.093  0.322
H 2.972 3.934 2.446  0.163
H 4.670 4.357 2.363  0.292
H 3.767 4.403 0.121  0.295
H 4.241 6.019 0.592  0.440
H 2.133 6.061 -0.637  0.375
H 1.916 6.680 0.983  0.358
H 0.026 5.295 0.392  0.366
H 0.891 4.513 1.699  0.276
H 1.098 3.775 -1.272  0.330
H 0.204 2.882 -0.034  0.122
H 1.965 2.950 0.037  0.211
C -2.721 2.447 -0.903  -1.026
C -3.805 1.872 -1.806  -0.439
C -3.430 1.891 -3.288  -0.494
C -3.203 3.283 -3.887  -0.787
C -4.386 4.246 -3.766  -0.375
C -5.629 3.768 -4.504  -1.193
H -2.530 3.500 -1.123  0.287
H -3.027 2.378 0.144  0.465
H -1.785 1.894 -1.019  0.101
H -4.744 2.408 -1.641  0.358
H -3.989 0.833 -1.509  0.272
H -4.211 1.374 -3.855  0.363
H -2.517 1.303 -3.431  0.289
H -2.949 3.165 -4.946  0.400
H -2.327 3.743 -3.419  0.261
H -4.086 5.215 -4.179  0.378
H -4.629 4.423 -2.713  0.219
H -5.419 3.627 -5.568  0.290
H -6.428 4.508 -4.414  0.380
H -6.003 2.826 -4.098  0.278

Output
**2S+1**: 1
**Frontier orbital gap**: 9.93 eV
**E_LUMO**: 0.35 eV
**HOMO**: -9.58 eV

No. 2
ORCA calculation (wB97M-V/def2-TZVPD) on C35H74Br2ClFN2NaO7S as an isolated structure.

Last column: Mulliken charge in e.
Atoms and positions in Å:
C 5.793 0.020 1.259  -0.429
C 5.993 -1.025 2.515  -0.392
O 4.727 -1.721 2.802  -0.232
C 4.557 -2.827 1.831  -0.771
C 3.259 -2.455 0.856  1.152
O 2.243 -3.473 1.126  -0.245
C 1.915 -4.298 -0.039  -0.657
C 0.246 -4.278 -0.147  -0.398
O -0.258 -2.966 -0.625  0.059
C -1.708 -2.861 -0.442  -1.108
C -2.218 -1.538 0.449  1.140
C -3.808 -1.801 0.476  -0.494
C -4.398 -3.197 1.080  -1.286
C -1.900 -0.242 -0.568  0.958
C -3.065 0.583 -1.325  -0.296
C -4.257 1.290 -0.512  -0.093
C -4.896 2.652 -1.246  -0.799
S -5.717 3.809 0.028  -0.238
C -0.562 0.641 -0.071  1.755
C -0.606 2.246 -0.120  -1.047
C -1.734 3.055 0.722  -0.682
C 0.580 0.354 -1.261  -0.644
C 2.093 0.857 -0.902  0.744
N 2.941 0.531 -2.154  -0.650
C -0.283 -0.226 1.337  0.155
C 0.691 0.428 2.488  -0.214
C 0.364 1.895 3.068  -0.089
C 1.492 2.167 4.279  -0.582
Cl 2.441 3.745 3.861  -0.290
N -1.399 -1.235 1.737  0.593
C -2.046 -1.212 3.070  -0.352
Br -3.121 0.470 3.495  -0.022
C -1.262 -1.619 4.424  -0.187
C -0.025 -2.684 4.323  -0.735
Br -0.871 -0.051 5.682  -0.051
H 6.173 1.087 1.614  0.283
H 4.657 0.091 0.912  0.002
H 6.406 -0.337 0.327  0.218
H 6.259 -0.414 3.507  0.288
H 6.853 -1.813 2.356  0.311
H 4.321 -3.802 2.469  0.187
H 5.489 -3.012 1.147  0.264
H 2.830 -1.431 1.296  -0.754
H 3.546 -2.300 -0.265  0.187
H 2.175 -5.423 0.264  0.281
H 2.440 -4.005 -1.040  0.322
H -0.085 -5.072 -0.941  0.260
H -0.116 -4.536 0.960  0.276
H -2.251 -2.887 -1.505  0.173
H -1.993 -3.896 0.066  0.465
H -4.294 -0.939 1.145  0.223
H -4.249 -1.784 -0.636  0.308
H -4.754 -3.921 0.229  0.271
H -5.291 -2.980 1.809  0.310
H -3.515 -3.736 1.665  0.321
H -1.463 -0.855 -1.502  -1.618
H -2.532 1.419 -1.991  -0.170
H -3.559 -0.153 -2.127  0.459
H -4.046 1.508 0.643  -0.004
H -5.175 0.525 -0.495  0.327
H -5.753 2.240 -1.964  0.399
H -4.056 3.201 -1.850  0.294
H -4.646 4.269 0.816  0.153
H -0.768 2.561 -1.263  0.494
H 0.425 2.774 0.172  0.385
H -1.247 4.006 1.247  0.324
H -2.526 3.486 -0.035  -0.023
H -2.307 2.466 1.543  0.037
H 0.262 0.925 -2.261  0.163
H 0.688 -0.766 -1.557  -0.055
H 2.628 0.282 -0.034  -0.753
H 2.228 2.008 -0.752  0.294
H 3.779 -0.049 -1.880  0.262
H 3.273 1.445 -2.588  0.279
H 0.508 -1.015 0.879  -0.734
H 0.934 -0.274 3.390  -0.029
H 1.747 0.542 1.933  -0.025
H 0.522 2.808 2.343  0.172
H -0.671 2.054 3.587  0.051
H 2.260 1.290 4.389  0.473
H 0.948 2.385 5.307  0.345
H -0.853 -2.154 1.762  0.018
H -2.925 -2.025 3.028  0.349
H -2.049 -2.201 5.120  0.515
H -0.036 -3.372 3.364  -0.019
H 1.033 -2.151 4.479  0.359
H -0.092 -3.448 5.239  0.381
C 4.779 3.955 8.109  -1.205
C 5.511 2.961 7.222  0.390
C 6.477 3.664 6.281  -1.191
O 4.562 2.221 6.458  -0.402
H 4.186 4.653 7.508  0.289
H 4.079 3.435 8.772  0.307
H 5.481 4.529 8.721  0.376
H 6.060 2.246 7.844  0.292
H 5.944 4.353 5.615  0.276
H 6.988 2.938 5.640  0.282
H 7.230 4.230 6.838  0.382
H 4.071 2.848 5.902  0.199
C -1.439 -1.382 -4.674  -0.567
O -2.204 -0.549 -5.530  -0.285
C -1.699 0.787 -5.577  -0.278
C -2.193 1.500 -6.840  -0.428
O -1.447 1.143 -8.010  -0.462
C -1.720 -0.157 -8.548  -0.396
C -3.069 -0.235 -9.267  -0.575
O -4.132 -0.385 -8.323  -0.207
C -5.387 -0.006 -8.862  -0.598
H -1.465 -1.005 -3.647  0.050
H -1.872 -2.386 -4.695  0.300
H -0.406 -1.445 -5.029  0.451
H -0.602 0.782 -5.566  0.411
H -2.069 1.311 -4.690  0.132
H -2.028 2.575 -6.705  0.449
H -3.265 1.362 -6.994  0.044
H -1.618 -0.931 -7.785  0.137
H -0.933 -0.336 -9.288  0.424
H -3.087 -1.107 -9.925  0.434
H -3.218 0.672 -9.864  0.352
H -5.373 1.050 -9.146  -0.208
H -6.148 -0.146 -8.092  0.483
H -5.635 -0.629 -9.725  0.429
F 5.652 -2.452 4.779  -0.920
Na -6.348 2.282 -8.729  0.957

Output
**Charge**: +1
**2S+1**: 1
**Frontier orbital gap**: 0.41 eV
**E_LUMO**: -5.31 eV
**HOMO**: -5.72 eV

No. 3
ORCA calculation (wB97M-V/def2-TZVPD) on a 6-piece molecular cluster, C35H76N4O17S3 overall.

Last column: Mulliken charge in e.
Atoms and positions in Å:
N 2.376 1.919 2.968  -0.515
C 2.194 0.668 3.702  0.508
N 2.262 1.035 5.154  -0.724
N 3.311 -0.307 3.494  -0.456
C 0.767 0.010 3.520  -1.896
C 0.432 -0.506 2.065  2.238
C -1.167 -0.412 2.042  -1.899
C -1.686 0.891 1.302  -0.064
C -3.279 0.806 1.377  -1.181
S -4.102 1.699 0.014  1.281
O -3.167 2.475 -0.784  -0.671
O -5.063 2.609 0.631  -0.639
O -4.866 0.654 -1.007  -0.326
O 0.909 0.312 0.956  -0.217
S 2.275 -0.280 0.221  1.279
O 2.147 -0.463 -1.217  -0.635
O 3.477 0.532 0.365  -0.694
O 2.312 -1.677 1.093  -0.148
C 0.973 -1.938 1.632  0.110
C 1.135 -2.972 2.809  -1.312
C -0.237 -3.574 3.306  -0.653
C -0.180 -5.139 3.514  -0.705
S 1.258 -5.590 4.600  -0.255
C 0.276 -2.645 0.417  0.509
C -0.476 -1.926 -0.641  -0.400
C -1.089 -2.748 -1.661  -0.850
N -1.091 -4.086 -1.818  -0.561
C -0.375 -4.774 -0.895  -0.962
C 0.290 -4.090 0.191  -0.267
H 3.207 1.921 2.383  0.346
H 1.543 2.218 2.470  0.298
H 2.156 0.209 5.745  0.272
H 3.133 1.533 5.339  0.347
H 3.889 -0.044 2.695  0.202
H 3.869 -0.344 4.348  0.306
H 0.630 -0.778 4.300  0.500
H 0.031 0.824 3.773  0.391
H -1.589 -0.367 3.084  0.725
H -1.644 -1.299 1.557  0.384
H -1.413 0.925 0.224  0.483
H -1.319 1.780 1.879  0.224
H -3.512 -0.296 1.332  0.479
H -3.679 1.185 2.346  0.402
H -4.299 -0.139 -1.122  0.312
H 1.631 -2.505 3.700  0.881
H 1.835 -3.777 2.451  -0.022
H -0.518 -3.138 4.296  0.444
H -1.091 -3.406 2.592  0.208
H -1.129 -5.494 3.993  0.521
H -0.078 -5.706 2.559  0.281
H 0.978 -6.834 5.100  0.133
H -0.579 -0.819 -0.614  0.398
H -1.660 -2.179 -2.441  0.441
H -0.325 -5.887 -0.963  0.362
H 0.861 -4.718 0.916  0.682
C -8.014 6.549 -1.431  -0.498
O -7.911 5.696 -0.304  -0.440
C -6.594 5.172 -0.134  -0.255
C -5.850 5.899 0.972  -0.504
O -5.569 7.250 0.606  -0.206
C -6.447 8.173 1.230  -0.876
H -8.980 7.055 -1.386  0.244
H -7.225 7.305 -1.443  0.087
H -7.974 5.958 -2.352  0.333
H -6.034 5.213 -1.073  0.254
H -6.702 4.125 0.148  0.284
H -4.887 5.406 1.131  0.295
H -6.410 5.858 1.912  0.408
H -6.207 8.256 2.295  0.267
H -7.493 7.879 1.111  0.375
H -6.303 9.148 0.763  0.291
C -4.571 -2.651 -4.016  -0.864
O -5.250 -1.556 -3.417  -0.240
C -5.835 -0.684 -4.381  -0.484
C -7.333 -0.906 -4.491  -0.629
O -7.627 -2.180 -5.056  -0.383
C -8.031 -3.127 -4.079  -0.700
H -4.321 -3.366 -3.231  0.262
H -5.192 -3.154 -4.760  0.363
H -3.642 -2.306 -4.481  0.317
H -5.350 -0.799 -5.356  0.352
H -5.657 0.339 -4.035  0.405
H -7.751 -0.155 -5.167  0.394
H -7.816 -0.789 -3.516  0.330
H -9.039 -2.889 -3.722  0.332
H -7.339 -3.157 -3.234  0.284
H -8.051 -4.110 -4.549  0.247
C 7.149 -5.665 0.463  -0.672
O 6.553 -4.386 0.309  -0.359
C 5.272 -4.451 -0.309  -0.859
C 4.159 -4.293 0.712  0.487
O 4.099 -5.414 1.593  -0.417
C 4.669 -5.133 2.863  -0.586
H 8.023 -5.559 1.105  0.182
H 6.462 -6.380 0.925  0.367
H 7.476 -6.043 -0.511  0.298
H 5.157 -5.383 -0.872  0.373
H 5.217 -3.619 -1.018  0.426
H 3.201 -4.252 0.183  -0.041
H 4.274 -3.361 1.273  0.165
H 4.008 -4.466 3.427  0.206
H 5.658 -4.678 2.769  0.293
H 4.765 -6.071 3.408  0.227
C 10.358 -4.088 -0.279  -0.891
O 10.535 -5.487 -0.111  -0.307
C 11.205 -6.084 -1.216  -0.521
C 12.662 -6.366 -0.891  -0.562
O 13.402 -5.159 -0.739  -0.372
C 13.646 -4.840 0.622  -0.677
H 10.018 -3.670 0.668  0.240
H 11.289 -3.593 -0.564  0.443
H 9.590 -3.899 -1.038  0.348
H 11.118 -5.459 -2.110  0.375
H 10.701 -7.035 -1.418  0.369
H 13.110 -6.910 -1.729  0.376
H 12.748 -6.993 0.002  0.334
H 14.395 -5.524 1.037  0.327
H 12.733 -4.889 1.219  0.273
H 14.039 -3.825 0.666  0.242
C -5.001 11.560 -2.900  -0.747
O -5.216 10.364 -3.630  -0.368
C -4.014 9.836 -4.179  -0.507
C -3.505 8.658 -3.365  -0.401
O -3.063 9.071 -2.079  -0.438
C -4.008 8.767 -1.058  -0.817
H -5.917 11.796 -2.358  0.252
H -4.186 11.454 -2.180  0.315
H -4.782 12.384 -3.588  0.326
H -3.247 10.613 -4.261  0.325
H -4.251 9.488 -5.190  0.367
H -2.638 8.226 -3.875  0.412
H -4.272 7.881 -3.285  0.214
H -4.020 7.695 -0.871  0.402
H -5.012 9.107 -1.322  0.333
H -3.696 9.276 -0.145  0.303

Output
**2S+1**: 1
**Frontier orbital gap**: 8.59 eV
**E_LUMO**: -0.22 eV
**HOMO**: -8.81 eV

Q: Among the records above, which one has the highest frontier orbital gap?
A: C35H73ClO4S